(1)
# C4H8O2

A cluster of 3 separate species, C4H8O2 in total (wB97M-V/def2-TZVPD, the OMol25 dataset).

## Properties
Kohn-Sham gap = 0.354 Ha
SMILES string = OC1=CC1.[H][H].C=O
energy relative to the best compared isomer or geometry (same formula, charge and spin) = 120.8 kcal/mol
multiplicity = 1

Last column: Löwdin charge in e.
Positions of all 14 atoms, in Å:
O  -2.172  0.525  0.724  0.08
C  -0.966  0.023  1.009  -0.39
C  -0.192  -1.007  1.068  0.00
C  0.420  0.345  1.417  -0.09
H  -2.144  1.476  0.888  0.12
H  0.025  -2.052  0.943  0.09
H  0.647  0.586  2.460  0.08
H  1.095  0.824  0.700  0.07
H  2.057  -1.047  -1.164  0.03
H  2.172  -1.619  -0.699  0.05
C  -0.241  0.482  -1.835  -0.16
O  0.899  0.830  -2.023  -0.04
H  -0.584  -0.555  -2.005  0.09
H  -1.016  1.188  -1.484  0.08


(2)
# C16H9Co2NO8

A structure of composition C16H9Co2NO8 at a distorted geometry (wB97M-V/def2-TZVPD, the OMol25 dataset).

## Properties
Kohn-Sham gap = 0.193 Ha
energy relative to the best compared isomer or geometry (same formula, charge and spin) = 0.0 kcal/mol
multiplicity = 1
charge = -2

Last column: Löwdin charge in e.
Positions of all 36 atoms, in Å:
C  1.363  0.333  0.809  -0.06
N  0.225  -0.170  0.309  -0.57
O  0.125  -0.401  -0.936  -0.17
O  -0.742  -0.436  1.102  -0.18
H  1.422  0.552  1.870  0.03
H  2.160  0.585  0.121  0.02
O  3.721  -0.552  2.965  0.12
C  4.560  -1.346  2.875  -0.10
Co  5.863  -2.554  2.893  0.03
C  7.369  -1.618  2.672  -0.14
O  8.279  -0.912  2.726  0.09
C  5.958  -2.931  4.630  -0.12
O  5.876  -3.253  5.739  0.10
C  5.935  -4.031  1.862  -0.28
C  4.797  -3.958  2.666  -0.30
C  3.696  -4.563  3.140  -0.10
C  2.316  -4.093  3.026  -0.24
C  1.535  -4.239  4.208  -0.07
C  0.207  -3.800  4.245  -0.12
C  -0.392  -3.283  3.091  -0.11
C  0.342  -3.194  1.907  -0.08
C  1.701  -3.521  1.888  -0.02
Co  5.423  -3.363  0.110  0.04
C  5.006  -4.780  -0.848  -0.19
O  4.751  -5.680  -1.534  0.04
C  6.951  -2.740  -0.382  -0.22
O  7.963  -2.284  -0.716  0.06
C  4.384  -1.996  -0.280  -0.16
O  3.744  -1.088  -0.636  0.08
H  6.720  -4.791  1.930  0.07
H  3.860  -5.441  3.787  0.11
H  2.042  -4.637  5.092  0.09
H  -0.332  -3.844  5.189  0.08
H  -1.413  -2.904  3.123  0.09
H  -0.151  -2.840  1.002  0.10
H  2.300  -3.373  0.974  0.10


(3)
# C34H73BIN2P2PtSi4

A structure of composition C34H73BIN2P2PtSi4 at a distorted geometry (wB97M-V/def2-TZVPD, the OMol25 dataset).

## Properties
Kohn-Sham gap = 0.234 Ha
energy relative to the best compared isomer or geometry (same formula, charge and spin) = 10.0 kcal/mol
multiplicity = 1
charge = -1

Last column: Löwdin charge in e.
Positions of all 118 atoms, in Å:
Pt  0.873  -0.149  0.578  0.53
C  -2.879  -1.748  4.074  -0.11
C  -3.841  -1.581  2.886  -0.70
C  -4.784  -0.421  3.214  -0.10
C  -4.667  -2.865  2.745  -0.09
P  -2.728  -1.057  1.442  1.16
C  -2.091  -2.754  1.014  -0.31
N  -0.856  -2.872  0.263  0.00
B  0.326  -2.024  0.069  -0.62
N  1.147  -2.826  -0.829  -0.04
C  2.505  -2.551  -1.172  -0.30
P  2.856  -0.740  -0.934  1.06
C  4.622  -0.922  -0.293  -0.67
C  5.279  0.447  -0.128  -0.10
C  5.542  -1.820  -1.126  -0.09
C  4.481  -1.534  1.111  -0.12
C  2.812  -0.127  -2.710  -0.68
C  3.750  -0.773  -3.729  -0.09
C  1.357  -0.372  -3.138  -0.10
C  3.064  1.384  -2.690  -0.12
C  0.568  -4.049  -1.078  -0.18
C  1.012  -5.133  -1.814  -0.03
C  0.195  -6.262  -1.892  -0.12
C  -1.026  -6.298  -1.238  -0.12
C  -1.472  -5.209  -0.483  -0.03
C  -0.671  -4.082  -0.403  -0.17
C  -3.791  -0.720  -0.080  -0.69
C  -4.243  0.741  0.003  -0.12
C  -2.818  -0.839  -1.264  -0.10
C  -5.003  -1.615  -0.330  -0.09
H  -3.459  -1.878  4.994  0.08
H  -2.235  -0.876  4.199  0.06
H  -2.238  -2.624  3.962  0.08
H  -5.300  -0.625  4.158  0.08
H  -5.545  -0.290  2.445  0.06
H  -4.237  0.519  3.323  0.07
H  -5.044  -3.158  3.730  0.08
H  -4.084  -3.703  2.362  0.07
H  -5.528  -2.727  2.093  0.06
H  -2.880  -3.224  0.419  0.06
H  -2.026  -3.345  1.934  0.09
H  2.719  -2.860  -2.198  0.08
H  3.178  -3.122  -0.524  0.09
H  5.360  0.993  -1.066  0.06
H  6.291  0.312  0.267  0.09
H  4.722  1.057  0.585  0.07
H  5.893  -1.330  -2.032  0.06
H  5.077  -2.766  -1.405  0.07
H  6.424  -2.058  -0.522  0.09
H  3.645  -1.104  1.663  -0.03
H  5.395  -1.335  1.679  0.09
H  4.346  -2.616  1.079  0.08
H  3.692  -1.862  -3.733  0.07
H  4.786  -0.481  -3.564  0.06
H  3.474  -0.428  -4.731  0.08
H  1.150  -1.432  -3.298  0.08
H  1.161  0.161  -4.073  0.09
H  0.654  -0.002  -2.384  0.05
H  4.116  1.620  -2.533  0.06
H  2.488  1.870  -1.898  0.04
H  2.769  1.821  -3.648  0.08
H  1.972  -5.110  -2.315  0.10
H  0.525  -7.121  -2.463  0.09
H  -1.643  -7.185  -1.302  0.09
H  -2.419  -5.267  0.037  0.10
H  -3.386  1.393  0.169  0.03
H  -4.954  0.914  0.810  0.06
H  -4.721  1.038  -0.937  0.09
H  -1.898  -0.274  -1.078  0.06
H  -3.295  -0.430  -2.160  0.09
H  -2.542  -1.875  -1.468  0.08
H  -5.810  -1.407  0.374  0.06
H  -4.761  -2.678  -0.271  0.07
H  -5.390  -1.424  -1.337  0.08
I  1.905  -0.259  3.772  0.69
C  0.278  -0.811  2.428  -0.87
H  -0.572  -0.276  2.823  -0.14
H  0.146  -1.872  2.623  -0.05
C  -1.883  2.665  -2.052  -0.22
Si  -0.399  3.567  -1.288  0.31
C  -1.006  5.325  -0.894  -0.21
C  0.725  3.819  -2.794  -0.23
Si  0.551  2.440  0.572  0.28
Si  -1.017  3.260  2.203  0.35
C  -0.582  4.915  3.029  -0.24
C  -2.809  3.559  1.597  -0.22
C  -1.266  2.067  3.646  -0.25
Si  2.366  3.878  0.983  0.30
C  3.786  3.687  -0.266  -0.23
C  3.132  3.465  2.668  -0.24
C  2.140  5.766  0.938  -0.23
H  -2.331  3.294  -2.828  0.03
H  -2.662  2.414  -1.332  -0.02
H  -1.556  1.732  -2.522  0.02
H  -1.466  5.754  -1.791  0.02
H  -0.188  5.977  -0.590  0.00
H  -1.753  5.339  -0.100  0.00
H  0.179  4.400  -3.545  0.03
H  0.994  2.866  -3.247  -0.01
H  1.646  4.357  -2.557  0.01
H  -0.695  5.741  2.325  0.01
H  0.426  4.957  3.446  0.01
H  -1.295  5.076  3.845  0.02
H  -2.947  3.515  0.517  -0.01
H  -3.137  4.549  1.929  0.03
H  -3.483  2.825  2.048  0.01
H  -0.322  1.759  4.102  -0.03
H  -1.786  1.174  3.293  -0.03
H  -1.883  2.538  4.418  0.03
H  4.081  2.649  -0.418  -0.03
H  4.655  4.239  0.105  0.03
H  3.518  4.104  -1.240  0.01
H  3.610  2.484  2.626  -0.01
H  2.391  3.421  3.469  0.01
H  3.890  4.208  2.936  0.02
H  1.976  6.103  -0.088  0.01
H  3.082  6.213  1.278  0.02
H  1.339  6.154  1.559  0.00


(4)
# C5H7N2

A structure of composition C5H7N2 at a distorted geometry (wB97M-V/def2-TZVPD, the OMol25 dataset).

## Properties
Kohn-Sham gap (spin up / spin down) = 0.259 / 0.291 Ha
energy relative to the best compared isomer or geometry (same formula, charge and spin) = 162.8 kcal/mol
multiplicity = 1
charge = +1

Last column: Löwdin charge in e.
Positions of all 14 atoms, in Å:
C  -1.312  0.359  -1.852  0.20
C  -0.359  -0.652  -1.827  0.07
C  0.086  -0.319  -0.536  -0.22
C  0.857  -1.293  0.281  -0.02
C  -0.197  1.415  1.228  0.01
N  -1.263  1.365  -1.014  0.17
N  -0.436  0.900  -0.092  -0.14
H  -0.205  -1.446  -2.557  0.14
H  1.935  -1.595  -0.051  0.14
H  0.324  -2.355  0.434  0.16
H  1.164  -1.019  1.293  0.07
H  0.794  1.190  1.703  0.11
H  -0.350  2.498  1.015  0.12
H  -1.039  0.952  1.977  0.17


(5)
# C11H19B

A cluster of 2 separate species, C11H19B in total at a distorted geometry (wB97M-V/def2-TZVPD, the OMol25 dataset).

## Properties
Kohn-Sham gap (spin up / spin down) = 0.290 / 0.268 Ha
energy relative to the best compared isomer or geometry (same formula, charge and spin) = 161.9 kcal/mol
multiplicity = 1

Last column: Löwdin charge in e.
Positions of all 31 atoms, in Å:
B  0.180  0.292  0.288  0.06
C  3.096  2.368  0.954  -0.06
C  2.768  1.102  1.172  -0.16
C  -0.860  -1.562  -1.706  -0.14
C  -2.648  0.199  0.008  -0.16
C  -0.552  -2.003  -0.254  -0.14
C  -0.239  -0.173  -2.135  -0.11
C  -1.961  -0.354  1.317  -0.12
C  -1.817  1.334  -0.577  -0.13
C  -0.563  -0.916  0.878  -0.24
C  -0.354  0.873  -1.031  -0.23
C  3.567  -0.042  1.611  -0.16
H  3.900  2.961  1.277  0.03
H  2.472  2.991  0.443  -0.01
H  -0.541  -2.457  -2.185  0.10
H  -1.880  -1.609  -1.777  0.05
H  -2.924  -0.554  -0.668  0.09
H  -3.544  0.550  0.300  0.07
H  -1.189  -2.744  0.157  0.11
H  0.408  -2.459  -0.413  0.10
H  0.752  -0.266  -2.259  0.07
H  -0.643  0.279  -2.995  0.10
H  -1.602  0.358  2.113  0.14
H  -2.691  -1.002  1.677  0.09
H  -2.325  1.852  -1.311  0.08
H  -1.732  2.199  0.068  0.12
H  -0.361  -1.572  1.782  0.14
H  -0.062  1.805  -1.613  0.15
H  3.599  -0.840  0.866  0.07
H  4.589  0.061  1.679  0.04
H  3.157  -0.673  2.332  0.05


(6)
# C24H26HoN4S2Si

A structure of composition C24H26HoN4S2Si at a distorted geometry (wB97M-V/def2-TZVPD, the OMol25 dataset).

## Properties
Kohn-Sham gap (spin up / spin down) = 0.252 / 0.252 Ha
⟨S²⟩ = 6.006
multiplicity = 5
charge = +1

Last column: Mulliken spin population.
Positions of all 58 atoms, in Å:
C  -0.771  1.058  2.951  -0.01
C  0.179  -0.001  2.871  -0.01
C  1.488  0.569  2.927  -0.01
H  -0.049  -1.071  2.861  0.00
C  1.352  1.981  3.089  0.00
C  -0.057  2.284  3.105  0.01
H  -0.505  3.250  3.323  0.00
H  -1.847  0.901  3.003  0.00
H  2.412  -0.015  2.925  0.00
H  2.173  2.674  3.280  0.00
Ho  0.516  1.580  0.841  4.07
C  0.864  -0.604  -2.205  0.00
H  1.545  0.246  -2.147  0.00
H  0.139  -0.405  -3.009  0.00
H  1.427  -1.499  -2.503  0.00
Si  -0.081  -1.068  -0.668  -0.02
C  -1.762  -1.756  -0.965  0.00
C  -2.481  -1.984  0.221  0.00
H  -1.952  -2.186  1.158  0.00
C  -3.876  -1.874  0.207  0.00
H  -4.419  -1.964  1.148  0.00
C  -4.548  -1.644  -0.999  0.00
H  -5.631  -1.502  -0.996  0.00
C  -3.835  -1.615  -2.202  0.00
H  -4.372  -1.573  -3.151  0.00
C  -2.432  -1.621  -2.191  0.00
H  -1.891  -1.489  -3.135  0.00
C  0.914  -2.470  0.179  0.00
C  0.293  -3.629  0.652  0.00
H  -0.682  -3.933  0.259  0.00
C  0.943  -4.400  1.636  0.00
H  0.458  -5.297  2.019  0.00
C  2.202  -4.030  2.116  0.00
H  2.697  -4.622  2.892  0.00
C  2.835  -2.884  1.615  0.00
H  3.814  -2.587  1.995  0.00
C  2.219  -2.142  0.601  0.00
H  2.755  -1.284  0.166  0.00
H  0.388  -0.454  0.730  -0.01
H  -0.894  0.180  -0.035  -0.01
N  3.866  1.067  -0.217  0.00
C  3.168  1.839  -1.093  0.00
N  1.958  2.332  -0.819  0.00
C  1.359  2.944  -1.952  0.00
C  2.173  2.898  -3.071  0.00
S  3.692  2.099  -2.752  0.00
C  -0.036  3.274  -1.856  0.00
C  -0.904  3.736  -2.829  0.00
S  -2.559  3.713  -2.293  0.00
C  -2.017  3.043  -0.752  0.00
N  -0.697  2.868  -0.673  0.00
N  -2.883  2.668  0.208  0.00
H  4.779  0.762  -0.533  0.00
H  3.707  1.173  0.784  0.00
H  1.879  3.293  -4.035  0.00
H  -0.592  4.035  -3.828  0.00
H  -3.870  2.808  0.037  0.00
H  -2.552  2.328  1.111  0.00


(7)
# CHOPS

The molecule CHOPS at a distorted geometry (wB97M-V/def2-TZVPD, the OMol25 dataset).

## Properties
Kohn-Sham gap = 0.285 Ha
SMILES string = O=PC=S
energy relative to the best compared isomer or geometry (same formula, charge and spin) = 14.3 kcal/mol
multiplicity = 1

Last column: Löwdin charge in e.
Positions of all 5 atoms, in Å:
O  -1.510  1.274  0.964  -0.54
P  -1.367  -0.005  0.064  0.84
C  0.514  -0.179  -0.411  -0.83
S  1.239  -1.367  0.522  0.56
H  1.124  0.277  -1.140  -0.03


(8)
# C3H5NOSe

A cluster of 2 separate species, C3H5NOSe in total at a distorted geometry (wB97M-V/def2-TZVPD, the OMol25 dataset).

## Properties
Kohn-Sham gap (spin up / spin down) = 0.245 / 0.265 Ha
⟨S²⟩ = 2.007
energy relative to the best compared isomer or geometry (same formula, charge and spin) = 32.1 kcal/mol
multiplicity = 3

Last column: Mulliken spin population.
Positions of all 11 atoms, in Å:
C  1.245  -0.192  -1.061  -0.02
C  0.116  -2.290  -1.241  0.01
C  -0.997  1.857  1.277  0.69
N  0.192  -1.032  -1.164  0.01
O  1.695  0.425  -0.092  0.02
Se  0.120  0.880  2.249  1.24
H  1.802  -0.056  -1.975  0.00
H  -0.785  -2.710  -1.395  0.00
H  0.934  -2.905  -1.073  0.00
H  -1.061  2.917  1.260  0.03
H  -1.776  1.380  0.751  0.03


Q: What is the multiplicity in the first record?
A: 1


Q: What is the multiplicity in the sixth record?
A: 5